Entry 1:
This record from OMol25 describes a single C5H7N molecule. The level of theory is ωB97M-V with the def2-TZVPD basis set.

Last column: Mulliken charge in e.
Cartesian coordinates (Å):
N1 3.4878 0.0440 0.1914  -0.40
C1 2.3609 -0.1088 -0.0186  0.04
C2 0.9373 -0.3612 -0.2400  -0.29
C3 -1.4340 -0.9209 0.8556  -0.45
C4 -1.4469 0.2837 -0.0265  -0.38
C5 -0.0014 0.8319 0.0115  -0.53
H1 0.7971 -0.7580 -1.2520  0.33
H2 -1.7219 -1.8011 0.2400  0.19
H3 0.6556 -1.1512 0.4749  0.24
H4 -1.7769 0.1548 -1.0679  0.32
H5 -2.1091 1.0162 0.4586  0.29
H6 0.2080 1.2595 0.9956  0.33
H7 0.1348 1.6148 -0.7427  0.32

Properties
DFT total energy, eV: -6784.039
Charge: 0
Energy above the lowest of the compared OMol25 structures with the same formula, charge and spin, kcal/mol: 103.17
HOMO-LUMO gap (spin up / spin down), eV: 8.36 / 8.37
Spin multiplicity: 1


Entry 2:
This record from OMol25 describes a single C3H5NO2 molecule. The level of theory is ωB97M-V with the def2-TZVPD basis set.

Last column: Mulliken charge in e.
Cartesian coordinates (Å):
O1 -2.3167 0.6341 0.4932  -0.51
C1 -1.2872 0.1781 0.0966  0.60
N1 -0.3962 0.7355 -0.8939  -0.38
C2 0.7531 0.4122 -0.1000  -0.55
C3 0.6016 -1.0650 0.1414  -0.30
O2 -0.8168 -1.0973 0.3483  -0.33
H1 -0.4893 1.7385 -1.0450  0.28
H2 1.7188 0.8071 -0.4611  0.37
H3 0.2042 0.7222 1.0248  0.28
H4 1.1335 -1.3238 1.0622  0.26
H5 0.8951 -1.7415 -0.6665  0.29

Properties
DFT total energy, eV: -8775.575
Charge: 0
Energy above the lowest of the compared OMol25 structures with the same formula, charge and spin, kcal/mol: 48.88
HOMO-LUMO gap, eV: 10.76
Spin multiplicity: 1
SMILES: O=C1NCCO1


Entry 3:
This record from OMol25 describes a molecular structure, C26H32IrN5O7Si. The level of theory is ωB97M-V with the def2-TZVPD basis set.

Last column: Mulliken spin population.
Cartesian coordinates (Å):
Ir1 -0.0494 0.2397 -0.0161  2.71
N1 2.4240 0.3247 2.2921  0.02
C1 2.9479 0.4948 1.0132  0.01
C2 4.3076 0.2237 0.8324  -0.02
C3 4.8492 0.3918 -0.4198  0.02
C4 4.0402 0.8315 -1.4652  -0.01
C5 2.7119 1.0685 -1.2035  0.03
N2 2.1652 0.8898 0.0151  0.05
C6 1.2025 0.6499 2.8502  -0.02
C7 1.1088 0.6021 4.2494  -0.01
C8 -0.0718 0.9541 4.8511  0.01
C9 -1.1496 1.3596 4.0641  0.00
C10 -0.9932 1.3486 2.7026  0.03
N3 0.1569 0.9853 2.0938  0.10
H1 3.1156 0.0604 2.9747  0.00
H2 4.9114 -0.1089 1.6663  0.00
H3 5.8980 0.1838 -0.5843  0.00
H4 4.4313 0.9909 -2.4581  0.00
H5 2.0220 1.4163 -1.9556  0.00
H6 1.9669 0.3003 4.8348  0.00
H7 -0.1571 0.9214 5.9289  0.00
H8 -2.0918 1.6568 4.4977  0.00
H9 -1.8004 1.6008 2.0319  0.01
O1 -3.9986 1.1675 -1.0103  0.03
C11 -2.8691 1.4054 -0.6474  0.05
O2 -2.1365 0.5789 0.0555  0.17
C12 -2.2534 2.7683 -0.8414  -0.06
C13 -3.0813 3.8591 -0.7009  -0.01
C14 -2.5475 5.1379 -0.7618  0.01
C15 -1.2054 5.3470 -0.9751  -0.01
C16 -0.3832 4.2503 -1.1689  0.02
C17 -0.8644 2.9194 -1.1201  0.05
O3 -0.1072 1.8817 -1.3455  0.19
N4 1.0255 4.5722 -1.4250  0.00
O4 1.4376 5.6286 -0.9856  0.00
O5 1.6977 3.7963 -2.0724  0.00
N5 -3.4258 6.2986 -0.5860  0.00
O6 -2.9218 7.4021 -0.6492  0.00
O7 -4.6023 6.0821 -0.3754  0.00
H10 -4.1392 3.7091 -0.5373  0.00
H11 -0.7974 6.3455 -1.0102  0.00
C18 1.9273 -2.5984 -0.0602  0.09
Si1 0.1211 -2.1890 -0.4612  0.40
C19 -0.1534 -2.4860 -2.3275  0.00
C20 -1.6155 -2.2489 -2.7195  0.02
C21 0.2694 -3.8955 -2.7556  0.00
C22 0.7133 -1.4725 -3.0918  0.03
C23 -0.9801 -3.1340 0.7904  0.04
C24 -2.4743 -2.8254 0.6568  0.02
C25 -0.5367 -2.7192 2.2027  0.03
C26 -0.7750 -4.6481 0.6462  0.01
H12 2.0929 -3.6777 -0.1127  0.01
H13 2.2103 -2.2685 0.9392  -0.01
H14 2.6055 -2.1206 -0.7684  -0.01
H15 -2.2786 -2.9999 -2.2924  0.00
H16 -1.7204 -2.3013 -3.8076  0.00
H17 -1.9760 -1.2695 -2.3969  0.00
H18 -0.3727 -4.6672 -2.3311  0.00
H19 1.3004 -4.1205 -2.4761  0.00
H20 0.2022 -3.9804 -3.8450  0.00
H21 0.4531 -0.4413 -2.8406  -0.02
H22 0.5525 -1.5934 -4.1676  0.00
H23 1.7792 -1.6099 -2.9016  0.01
H24 -2.6875 -1.7589 0.7105  0.00
H25 -3.0169 -3.3269 1.4649  0.00
H26 -2.8840 -3.1944 -0.2817  0.00
H27 -0.6838 -1.6496 2.3743  -0.01
H28 0.5094 -2.9580 2.4007  0.01
H29 -1.1409 -3.2509 2.9443  0.00
H30 -1.2106 -5.0270 -0.2786  0.00
H31 -1.2790 -5.1593 1.4729  0.01
H32 0.2751 -4.9435 0.6745  0.00

Properties
DFT total energy, eV: -59974.495
Charge: 0
Energy above the lowest of the compared OMol25 structures with the same formula, charge and spin, kcal/mol: 5.11
Expectation value of S²: 6.010
HOMO-LUMO gap (spin up / spin down), eV: 6.79 / 7.10
Spin multiplicity: 5